No. 1
21 unconnected molecules or ions with the total composition C84H168O21. Source: the OMol25 dataset; level of theory: ωB97M-V/def2-TZVPD.

Summary:
**F_max**: 4.0 eV Å⁻¹
**Frontier orbital gap**: 9.51 eV
**Relative energy (zero: lowest compared OMol25 entry of this formula, charge and spin)**: 703.69 kJ/mol
**Electronic energy**: -4880.71862 Ha
**HOMO level**: -8.9 eV

Geometry as ORCA input:
```
! wB97M-V def2-TZVPD RIJCOSX def2/J DEFGRID3
* xyz 0 1
C 2.21 2.19 9.06
C 1.11 2.35 8.01
C 0.81 0.95 7.75
O 1.87 0.19 8.05
C 2.97 0.98 8.46
H 1.80 1.98 10.05
H 2.84 3.07 9.14
H 1.29 3.00 7.16
H 0.16 2.62 8.45
H 0.65 1.01 6.67
H -0.12 0.54 8.16
H 3.52 1.08 7.53
H 3.52 0.45 9.24
C -7.98 3.76 2.89
C -6.80 2.91 3.33
C -5.69 3.68 2.62
O -6.31 3.90 1.35
C -7.70 3.89 1.40
H -7.93 4.72 3.41
H -9.00 3.37 3.00
H -6.96 1.90 2.96
H -6.84 2.78 4.42
H -4.78 3.07 2.61
H -5.53 4.64 3.11
H -8.10 3.01 0.91
H -8.09 4.87 1.10
C 5.19 0.49 3.89
C 5.19 0.20 2.41
C 4.03 -0.77 2.18
O 3.10 -0.29 3.18
C 3.72 0.30 4.39
H 5.76 1.37 4.18
H 5.73 -0.35 4.35
H 6.03 -0.26 1.89
H 5.15 1.18 1.94
H 4.27 -1.78 2.49
H 3.55 -0.71 1.21
H 3.70 -0.41 5.22
H 3.16 1.19 4.67
C 1.17 1.82 -6.08
C 2.13 1.67 -7.19
C 3.45 1.24 -6.57
O 3.19 0.93 -5.20
C 1.82 0.85 -5.07
H 0.20 1.49 -6.45
H 1.14 2.86 -5.76
H 2.19 2.58 -7.79
H 1.79 0.87 -7.85
H 4.16 2.07 -6.58
H 3.87 0.31 -6.96
H 1.45 1.17 -4.10
H 1.42 -0.15 -5.25
C 3.89 3.66 -2.99
C 3.12 3.68 -1.65
C 3.83 2.69 -0.67
O 5.05 2.49 -1.42
C 4.79 2.48 -2.82
H 4.37 4.62 -2.80
H 3.32 3.58 -3.91
H 2.18 3.19 -1.91
H 3.07 4.62 -1.10
H 3.33 1.75 -0.47
H 4.22 3.14 0.24
H 4.27 1.55 -3.03
H 5.69 2.49 -3.44
C -3.74 6.04 -0.52
C -2.84 6.95 0.32
C -1.93 5.97 1.05
O -2.00 4.76 0.26
C -2.85 4.88 -0.94
H -4.07 6.57 -1.42
H -4.64 5.85 0.06
H -3.42 7.51 1.05
H -2.33 7.71 -0.28
H -2.53 5.59 1.88
H -0.93 6.41 1.12
H -3.31 3.95 -1.29
H -2.13 5.16 -1.71
C 0.64 7.15 -3.26
C 0.30 5.82 -4.00
C -1.07 6.18 -4.67
O -1.60 7.12 -3.74
C -0.62 7.99 -3.16
H 1.37 7.80 -3.73
H 0.86 6.77 -2.27
H 0.16 4.98 -3.32
H 1.11 5.48 -4.65
H -1.73 5.32 -4.83
H -1.16 6.51 -5.70
H -0.88 8.24 -2.14
H -0.75 8.84 -3.83
C -0.28 0.97 1.16
C 0.82 0.00 0.71
C 0.74 -0.08 -0.73
O 0.61 1.35 -1.10
C -0.04 2.01 0.00
H -0.15 1.42 2.15
H -1.27 0.52 1.14
H 0.74 -1.04 1.03
H 1.79 0.36 1.07
H -0.18 -0.58 -1.04
H 1.60 -0.59 -1.17
H -0.96 2.38 -0.45
H 0.58 2.80 0.42
C -1.58 -4.16 4.71
C -1.59 -3.96 3.21
C -2.11 -2.60 3.01
O -1.94 -1.96 4.35
C -1.29 -2.80 5.28
H -0.89 -4.95 5.04
H -2.50 -4.65 5.02
H -2.20 -4.72 2.73
H -0.57 -3.92 2.84
H -3.18 -2.64 2.83
H -1.53 -2.02 2.30
H -1.56 -2.67 6.33
H -0.23 -2.56 5.13
C -3.10 1.89 6.21
C -2.12 3.11 6.09
C -2.32 3.58 4.71
O -2.83 2.47 3.95
C -2.98 1.34 4.77
H -4.12 2.12 6.53
H -2.57 1.25 6.92
H -1.07 2.86 6.27
H -2.30 3.94 6.77
H -1.44 3.95 4.16
H -3.14 4.29 4.66
H -2.04 0.82 4.62
H -3.70 0.62 4.36
C 4.69 -2.98 -6.92
C 5.18 -4.40 -6.75
C 5.29 -4.64 -5.24
O 5.09 -3.38 -4.61
C 4.33 -2.45 -5.43
H 3.85 -2.80 -7.60
H 5.53 -2.45 -7.35
H 6.14 -4.49 -7.25
H 4.54 -5.15 -7.21
H 6.14 -5.27 -4.97
H 4.43 -5.23 -4.92
H 4.81 -1.47 -5.33
H 3.26 -2.28 -5.33
C 3.29 -3.44 5.86
C 2.22 -4.48 5.66
C 2.14 -4.28 4.12
O 3.45 -4.13 3.62
C 4.19 -3.61 4.65
H 3.76 -3.36 6.84
H 2.80 -2.49 5.62
H 1.29 -4.20 6.15
H 2.54 -5.47 5.99
H 1.47 -3.47 3.84
H 1.55 -5.08 3.67
H 4.78 -2.73 4.42
H 4.84 -4.44 4.93
C -5.72 -0.72 0.06
C -7.04 -1.29 -0.55
C -8.17 -0.50 0.08
O -7.56 0.18 1.17
C -6.16 0.38 0.94
H -4.99 -0.31 -0.64
H -5.19 -1.44 0.69
H -7.20 -2.36 -0.41
H -6.97 -1.09 -1.62
H -8.96 -1.17 0.43
H -8.66 0.22 -0.58
H -5.57 0.51 1.85
H -6.15 1.32 0.40
C 3.22 3.55 3.00
C 4.17 4.15 4.05
C 3.26 4.28 5.26
O 1.96 4.61 4.68
C 1.83 3.85 3.48
H 3.46 2.49 2.88
H 3.34 3.89 1.97
H 4.49 5.14 3.70
H 5.10 3.77 4.46
H 3.56 5.06 5.96
H 3.17 3.39 5.88
H 1.24 4.43 2.77
H 1.24 3.03 3.87
C 1.31 -7.86 0.88
C 0.71 -8.35 2.15
C -0.70 -7.74 2.26
O -1.04 -7.14 1.00
C 0.28 -6.72 0.50
H 1.47 -8.65 0.15
H 2.28 -7.42 1.10
H 1.33 -7.93 2.94
H 0.75 -9.44 2.20
H -0.81 -7.05 3.09
H -1.51 -8.44 2.46
H 0.71 -5.76 0.79
H 0.21 -6.41 -0.54
C 0.30 -5.79 -4.15
C -0.61 -4.53 -3.95
C -0.21 -3.50 -5.02
O 0.99 -4.07 -5.53
C 1.03 -5.53 -5.48
H -0.14 -6.79 -4.07
H 1.02 -5.70 -3.33
H -0.48 -4.07 -2.97
H -1.61 -4.95 -4.00
H -0.13 -2.51 -4.58
H -0.81 -3.23 -5.90
H 2.06 -5.87 -5.53
H 0.56 -5.77 -6.44
C 8.09 -1.55 -1.15
C 7.19 -0.32 -1.18
C 5.82 -0.82 -0.76
O 6.18 -1.88 0.16
C 7.35 -2.62 -0.26
H 8.99 -1.34 -0.57
H 8.22 -2.01 -2.13
H 7.19 0.18 -2.15
H 7.63 0.33 -0.41
H 5.20 -1.24 -1.55
H 5.22 -0.08 -0.25
H 7.05 -3.51 -0.81
H 7.84 -3.03 0.63
C -5.92 2.80 -2.51
C -5.35 3.40 -3.87
C -6.00 4.78 -4.07
O -6.79 4.98 -2.88
C -6.56 3.98 -1.89
H -5.02 2.46 -2.01
H -6.68 2.04 -2.70
H -5.69 2.68 -4.62
H -4.28 3.42 -4.10
H -6.66 4.88 -4.93
H -5.26 5.56 -4.26
H -7.55 3.68 -1.55
H -5.87 4.30 -1.11
C -2.45 1.10 -3.00
C -3.39 -0.06 -3.09
C -3.10 -0.81 -4.44
O -2.47 0.21 -5.18
C -1.70 1.10 -4.34
H -1.72 0.90 -2.22
H -2.99 2.03 -2.83
H -4.39 0.33 -3.24
H -3.38 -0.64 -2.17
H -3.98 -1.38 -4.76
H -2.41 -1.63 -4.23
H -1.67 2.09 -4.79
H -0.70 0.69 -4.22
C 3.38 -3.77 -1.82
C 3.11 -3.40 -0.37
C 3.65 -4.60 0.37
O 3.77 -5.69 -0.60
C 4.11 -5.16 -1.81
H 3.92 -3.01 -2.38
H 2.49 -3.81 -2.46
H 2.03 -3.25 -0.32
H 3.48 -2.39 -0.21
H 2.99 -5.02 1.13
H 4.62 -4.30 0.76
H 3.66 -5.76 -2.61
H 5.16 -5.00 -2.04
C -5.55 -4.91 -3.38
C -5.67 -3.85 -2.36
C -4.23 -3.57 -1.95
O -3.52 -3.74 -3.25
C -4.36 -4.46 -4.19
H -6.46 -4.93 -3.98
H -5.42 -5.89 -2.92
H -6.29 -4.16 -1.51
H -6.11 -2.94 -2.77
H -4.05 -4.26 -1.13
H -4.18 -2.53 -1.62
H -3.77 -5.20 -4.74
H -4.65 -3.69 -4.91
*
```



No. 2
A molecular structure, C17H21N5O2W. Source: the OMol25 dataset; level of theory: ωB97M-V/def2-TZVPD.

Summary:
**F_max**: 9.8 eV Å⁻¹
**<S²>**: 2.1126
**Frontier orbital gap (alpha / beta)**: 3.32 / 4.11 eV
**Relative energy (zero: lowest compared OMol25 entry of this formula, charge and spin)**: 589.28 kJ/mol
**Electronic energy**: -1149.72180 Ha
**HOMO level (alpha / beta)**: -21.3 / -21.3 eV

Geometry as ORCA input:
```
! wB97M-V def2-TZVPD RIJCOSX def2/J DEFGRID3
* xyz 4 3
N 2.29 -1.59 -2.87
C 2.68 -1.82 -3.94
C 3.18 -2.13 -5.27
H 2.84 -3.13 -5.58
H 4.28 -2.12 -5.29
H 2.81 -1.40 -6.00
N -0.08 3.91 -0.65
C -0.26 4.93 -1.20
C -0.48 6.20 -1.87
H 0.37 6.88 -1.68
H -1.39 6.68 -1.49
H -0.58 6.05 -2.95
N -3.72 -1.33 -0.63
C -4.71 -1.53 -1.20
C -5.96 -1.81 -1.91
H -6.28 -0.92 -2.47
H -6.75 -2.08 -1.20
H -5.82 -2.64 -2.62
W 0.00 0.16 -0.02
C -1.69 1.20 -0.56
O -2.63 1.83 -0.85
C 1.01 1.08 -1.56
O 1.57 1.64 -2.41
C 1.88 -0.31 1.00
C 1.07 -1.50 0.93
C -0.36 -1.43 1.48
C -0.86 -0.17 1.97
C 0.01 0.92 2.04
C 1.35 0.86 1.56
H 2.86 -0.35 0.53
H 1.36 -2.35 0.31
H -1.04 -2.22 1.18
H -1.90 -0.13 2.23
H -0.40 1.90 2.34
H 1.92 1.79 1.48
C 0.69 -2.49 5.23
N 1.61 -1.63 4.51
C 2.94 -1.30 4.97
C 1.29 -1.35 3.29
N 0.73 -2.05 2.33
H 1.14 -2.82 6.16
H 0.46 -3.35 4.60
H -0.26 -1.99 5.47
H 3.67 -1.70 4.24
H 3.14 -0.22 5.04
H 3.14 -1.75 5.94
*
```



No. 3
A molecular structure, C58H52As2BrN3O3SSiTa. Source: the OMol25 dataset; level of theory: ωB97M-V/def2-TZVPD.

Summary:
**F_max**: 1.8 eV Å⁻¹
**Frontier orbital gap**: 7.04 eV
**Relative energy (zero: lowest compared OMol25 entry of this formula, charge and spin)**: 0.00 kJ/mol
**Electronic energy**: -10421.61204 Ha
**HOMO level**: -10.2 eV

Geometry as ORCA input:
```
! wB97M-V def2-TZVPD RIJCOSX def2/J DEFGRID3
* xyz 1 1
Ta -0.26 0.12 -0.23
N -0.07 -2.24 -4.14
C 0.15 -1.49 -3.04
S -0.67 -1.98 -1.59
N 0.97 -0.49 -3.14
N 1.14 0.23 -1.95
C 1.99 1.20 -2.14
C 2.54 2.06 -1.14
C 3.40 3.10 -1.52
C 4.11 3.79 -0.57
C 3.99 3.42 0.77
C 3.14 2.41 1.16
C 2.38 1.73 0.21
O 1.57 0.74 0.56
H -0.74 -2.99 -4.12
H 0.39 -2.00 -5.00
H 2.35 1.30 -3.16
H 3.50 3.33 -2.57
H 4.77 4.60 -0.86
H 4.57 3.95 1.52
H 3.04 2.16 2.21
C -0.11 -3.17 2.08
C -1.52 -3.08 1.53
As -2.31 -1.30 1.19
C -2.88 -0.67 2.93
C -2.15 -0.92 4.09
C -2.60 -0.44 5.31
C -3.77 0.30 5.39
C -4.50 0.55 4.24
C -4.06 0.07 3.01
C -3.95 -2.09 0.48
C -4.90 -2.57 1.39
C -6.00 -3.28 0.94
C -6.16 -3.55 -0.41
C -5.21 -3.10 -1.31
C -4.11 -2.38 -0.88
As 1.20 -2.14 1.04
C 1.97 -3.46 -0.14
C 3.27 -3.25 -0.58
C 3.87 -4.17 -1.44
C 3.17 -5.29 -1.85
C 1.87 -5.50 -1.41
C 1.27 -4.58 -0.56
C 2.60 -2.07 2.39
C 3.06 -3.28 2.90
C 4.03 -3.29 3.89
C 4.55 -2.10 4.37
C 4.11 -0.89 3.85
C 3.13 -0.88 2.86
H 0.22 -4.21 2.10
H -0.03 -2.78 3.09
H -2.25 -3.58 2.18
H -1.59 -3.55 0.55
H -1.22 -1.48 4.05
H -2.03 -0.65 6.21
H -4.11 0.67 6.34
H -5.41 1.13 4.28
H -4.65 0.27 2.12
H -4.79 -2.38 2.45
H -6.72 -3.64 1.66
H -7.02 -4.10 -0.75
H -5.32 -3.32 -2.37
H -3.37 -2.08 -1.60
H 3.83 -2.38 -0.25
H 4.88 -4.00 -1.78
H 3.64 -6.01 -2.50
H 1.32 -6.38 -1.73
H 0.25 -4.76 -0.24
H 2.68 -4.22 2.52
H 4.39 -4.24 4.28
H 5.32 -2.11 5.13
H 4.52 0.04 4.21
H 2.80 0.06 2.45
O -0.07 0.20 2.42
H -0.56 0.79 3.02
H 0.77 0.65 2.21
Br -4.50 2.37 -5.27
C -3.33 1.76 -3.92
C -3.82 0.96 -2.89
C -2.95 0.51 -1.92
C -1.59 0.82 -1.90
C -1.15 1.65 -2.94
C -2.00 2.11 -3.94
H -4.87 0.70 -2.86
H -3.39 -0.08 -1.13
H -0.13 2.00 -2.98
H -1.62 2.75 -4.72
O -0.79 1.87 0.32
Si -1.28 3.22 1.20
C -0.32 3.33 2.80
C -0.80 2.74 3.97
C -0.13 2.89 5.18
C 1.03 3.65 5.24
C 1.51 4.26 4.09
C 0.85 4.10 2.88
C -3.11 3.03 1.54
C -3.74 3.60 2.65
C -5.12 3.67 2.72
C -5.90 3.19 1.68
C -5.29 2.63 0.56
C -3.91 2.55 0.51
C -1.11 4.76 0.19
C -0.84 6.00 0.77
C -0.88 7.16 0.02
C -1.20 7.11 -1.33
C -1.49 5.89 -1.92
C -1.45 4.73 -1.17
H -1.72 2.17 3.96
H -0.52 2.42 6.07
H 1.54 3.79 6.18
H 2.41 4.86 4.14
H 1.24 4.57 2.00
H -3.16 4.01 3.46
H -5.59 4.11 3.59
H -6.98 3.27 1.73
H -5.89 2.28 -0.26
H -3.45 2.13 -0.38
H -0.59 6.07 1.82
H -0.67 8.12 0.49
H -1.24 8.02 -1.91
H -1.76 5.84 -2.97
H -1.70 3.79 -1.64
*
```



No. 4
A molecular structure, C23H23BrClN2O2PtS2. Source: the OMol25 dataset; level of theory: ωB97M-V/def2-TZVPD.

Summary:
**F_max**: 1.6 eV Å⁻¹
**Frontier orbital gap (alpha / beta)**: 4.21 / 4.21 eV
**Relative energy (zero: lowest compared OMol25 entry of this formula, charge and spin)**: 229.03 kJ/mol
**Electronic energy**: -5100.14668 Ha
**HOMO level (alpha / beta)**: -3.3 / -3.3 eV

Geometry as ORCA input:
```
! wB97M-V def2-TZVPD RIJCOSX def2/J DEFGRID3
* xyz -1 1
Pt 1.01 0.05 -0.27
C -1.22 -1.01 3.80
C -0.84 -0.55 2.41
S 0.56 0.37 2.26
C -1.68 -0.88 1.32
C -2.89 -1.77 1.51
S -1.44 -0.32 -0.25
H -0.55 -0.58 4.53
H -1.17 -2.10 3.88
H -2.24 -0.71 4.05
H -3.24 -1.78 2.54
H -2.63 -2.79 1.22
H -3.70 -1.44 0.86
Br 3.27 -1.87 -2.88
C 3.83 -0.53 -1.67
C 5.16 -0.52 -1.28
C 5.60 0.55 -0.51
C 4.71 1.58 -0.22
C 3.40 1.45 -0.62
N 2.95 0.38 -1.31
C 2.37 2.54 -0.35
O 2.78 3.68 -0.23
O 1.15 2.13 -0.30
H 5.82 -1.32 -1.58
H 6.62 0.59 -0.17
H 5.01 2.47 0.32
Cl -4.15 1.53 -3.17
C -4.17 2.57 -1.78
C -5.39 3.11 -1.39
C -5.46 3.94 -0.28
C -4.30 4.22 0.44
C -3.09 3.69 0.05
C -2.97 2.84 -1.08
C -1.71 2.34 -1.45
H -6.27 2.88 -1.96
H -6.41 4.35 0.03
H -4.35 4.87 1.31
H -2.18 3.90 0.61
H -0.83 2.60 -0.89
H -1.59 1.72 -2.33
C 2.89 -2.01 1.58
C 2.03 -2.65 0.53
C 1.93 -3.99 0.22
C 1.02 -4.10 -0.86
C 0.59 -2.83 -1.18
C -0.32 -2.42 -2.29
N 1.20 -1.94 -0.31
H 3.84 -2.55 1.67
H 2.41 -2.01 2.56
H 3.10 -0.97 1.34
H 2.48 -4.78 0.70
H 0.72 -5.00 -1.38
H -0.12 -3.01 -3.19
H -0.18 -1.37 -2.54
H -1.38 -2.55 -2.03
*
```